Record 1
This record from OMol25 describes an isolated molecule of C3H4ClNOS2 in a non-equilibrium geometry. The level of theory is ωB97M-V/def2-TZVPD.

Its structure (SMILES) is S=CO/C(CCl)=N\S. The calculation puts the relative energy (zero: lowest compared OMol25 entry of this formula, charge and spin) at 78.37 kcal/mol. As for the spin multiplicity: 1. Its net charge is 0. The HOMO energy comes out at -9.152 eV. The HOMO-LUMO gap comes out at 8.51 eV. The calculation puts the lowest unoccupied orbital energy at -0.02354 Eh.

Last column: Mulliken charge in e.
Atoms and positions in Å:
C1 0.23546 -0.31467 -0.09012  0.524
C2 1.51551 0.23110 -0.71145  -0.329
C3 -1.20586 1.03541 0.85573  0.022
H1 -2.30367 -2.58903 -0.87260  0.174
H2 1.82813 -0.63421 -1.49631  0.289
H3 1.53986 1.28939 -1.11128  0.278
H4 -1.80375 1.13055 1.96518  0.264
N1 -0.44727 -1.16900 -0.91619  -0.407
O1 -0.23588 0.05974 1.07588  -0.338
S1 -1.70935 -1.79606 0.09519  -0.124
S2 -1.37204 2.08856 -0.39934  -0.161
Cl1 3.04641 -0.11075 0.22722  -0.192



Record 2
This record from OMol25 describes a structure of composition C3H4ClNS in a non-equilibrium geometry. The level of theory is ωB97M-V/def2-TZVPD.

The calculation puts the relative energy (zero: lowest compared OMol25 entry of this formula, charge and spin) at 72.59 kcal/mol. As for the spin multiplicity: 1. Its net charge is 0. The HOMO energy comes out at -8.630 eV. The HOMO-LUMO gap comes out at 8.35 eV. The calculation puts the lowest unoccupied orbital energy at -0.01018 Eh.

Last column: Mulliken charge in e.
Atoms and positions in Å:
C1 0.94605 1.06194 0.55542  -0.452
C2 -0.04049 0.51361 1.34206  -0.121
C3 -1.64975 -0.93434 0.19546  -0.107
H1 1.22672 1.97236 0.63180  0.498
H2 -0.26555 1.03273 2.34579  0.242
H3 -0.66160 -1.39114 1.98153  0.257
H4 -2.84171 -1.50631 0.40932  0.265
N1 -0.54221 -0.79184 1.21288  -0.221
S1 -1.56394 -0.03202 -1.29509  -0.220
Cl1 2.10740 0.12355 -0.33499  -0.141



Record 3
This record from OMol25 describes an isolated molecule of C3H4ClNS2 in a non-equilibrium geometry. The level of theory is ωB97M-V/def2-TZVPD.

The calculation puts the relative energy (zero: lowest compared OMol25 entry of this formula, charge and spin) at 109.46 kcal/mol. As for the spin multiplicity: 1. Its net charge is 0. The HOMO energy (alpha / beta) comes out at -8.292 / -8.164 eV. The HOMO-LUMO gap (alpha / beta) comes out at 7.46 / 7.76 eV. The calculation puts the lowest unoccupied orbital energy (alpha / beta) at -0.03067 / -0.01468 Eh.

Last column: Mulliken charge in e.
Atoms and positions in Å:
C1 0.42586 1.14363 -0.06793  0.046
C2 1.63237 0.64730 -0.04663  -0.240
C3 -0.80609 0.46156 0.47181  -0.712
N1 -0.59001 -1.02270 0.44222  -0.058
S1 0.62146 -1.59501 1.30901  -0.101
S2 -1.03576 -1.41548 -1.35335  -0.066
Cl1 3.19889 0.71867 -0.61822  -0.116
H1 0.18854 2.08384 -0.41592  0.448
H2 -0.94991 0.86366 1.58418  0.235
H3 -1.59334 0.74186 -0.14614  0.442
H4 -1.09203 -2.62732 -1.15904  0.121



Record 4
This record from OMol25 describes a structure of composition C3H4ClOS in a non-equilibrium geometry. The level of theory is ωB97M-V/def2-TZVPD.

The calculation puts the relative energy (zero: lowest compared OMol25 entry of this formula, charge and spin) at 0.00 kcal/mol. As for the spin multiplicity: 1. Its net charge is -1. The HOMO energy comes out at -3.312 eV. The HOMO-LUMO gap comes out at 7.05 eV. The calculation puts the lowest unoccupied orbital energy at 0.13740 Eh.

Last column: Mulliken charge in e.
Atoms and positions in Å:
C1 -1.80004 -0.02227 0.17417  0.375
C2 1.21872 0.47202 0.20321  -0.881
C3 0.10938 -0.40805 -0.38337  -0.284
O1 -2.30602 -1.00686 0.62909  -0.517
S1 -2.14696 1.53245 -0.22431  -0.490
Cl1 0.30734 -2.18370 0.02400  -0.281
H1 1.12763 0.64563 1.32373  0.223
H2 2.16703 -0.16458 -0.05428  0.271
H3 1.20503 1.52152 -0.27872  0.242
H4 0.11788 -0.38616 -1.41352  0.342



Record 5
This record from OMol25 describes a structure of composition C3H4CsO3 in a non-equilibrium geometry. The level of theory is ωB97M-V/def2-TZVPD.

The calculation puts the relative energy (zero: lowest compared OMol25 entry of this formula, charge and spin) at 88.71 kcal/mol. As for the spin multiplicity: 1. Its net charge is -1. The HOMO energy (alpha / beta) comes out at -1.288 / -3.450 eV. The HOMO-LUMO gap (alpha / beta) comes out at 3.22 / 6.11 eV. The calculation puts the lowest unoccupied orbital energy (alpha / beta) at 0.07091 / 0.09761 Eh.

Last column: Mulliken charge in e.
Atoms and positions in Å:
H1 -2.43810 0.95455 0.61164  0.178
Cs1 5.39226 -0.82637 -1.98565  -0.020
O1 2.41832 -0.21322 0.59324  -0.440
O2 -0.52464 1.72824 0.88084  -0.797
C1 -1.39468 0.93304 0.19893  -0.262
C2 -0.98471 -0.54251 0.14170  -0.330
O3 0.31215 -0.74710 0.69800  -0.134
C3 1.37736 -0.46023 -0.07610  0.170
H2 -1.50231 1.21995 -0.88249  0.123
H3 -0.96670 -0.88813 -0.90485  0.295
H4 -1.68895 -1.15821 0.72474  0.217



Record 6
This record from OMol25 describes a structure of composition C3H4F2 in a non-equilibrium geometry. The level of theory is ωB97M-V/def2-TZVPD.

The calculation puts the relative energy (zero: lowest compared OMol25 entry of this formula, charge and spin) at 77.93 kcal/mol. As for the spin multiplicity: 1. Its net charge is 0. The HOMO energy comes out at -8.933 eV. The HOMO-LUMO gap comes out at 9.85 eV. The calculation puts the lowest unoccupied orbital energy at 0.03385 Eh.

Last column: Mulliken charge in e.
Atoms and positions in Å:
C1 -1.06821 0.19238 0.03378  -0.706
C2 0.12533 -0.68657 -0.16138  -0.140
C3 1.27423 0.07497 -0.18223  0.411
H1 -1.33409 0.47750 1.40225  0.174
H2 -0.51757 1.18615 -0.53780  0.191
H3 -2.23770 -0.22703 -0.39402  0.251
H4 0.05424 -1.89330 -0.20426  0.244
F1 1.33867 1.38356 -0.06330  -0.206
F2 2.36510 -0.50767 0.10697  -0.218



Values for energy, Eh, ordered as above
-1503.1541 -1029.7144 -1427.8468 -1050.3535 -362.4165 -316.2917